No. 1
13
Properties=species:S:1:pos:R:3:forces:R:3 method="wB97M-V/def2-TZVPD" orbital_gap_ev=10.1 smiles=C1OC[C@@H]2N[C@@H]12 molar_mass_g_mol=85.106 homo_ev=-9.13 e_lumo_ev=0.982
C -0.76516 -1.14349 0.10909 -0.04 -0.49 -0.72
O -1.56349 0.12756 -0.04800 0.97 -1.23 0.04
C -0.61220 1.19120 -0.19195 0.32 2.35 0.19
C 0.64467 0.61639 0.39548 -0.01 -0.69 -0.21
N 1.84889 0.03571 -0.19596 0.43 -0.41 1.41
C 0.57488 -0.64165 -0.45354 -0.57 -0.63 -0.77
H -1.24782 -1.92755 -0.52643 0.34 0.80 0.43
H -0.74547 -1.49475 1.14160 -0.10 0.22 0.02
H -0.51662 1.63870 -1.22093 0.03 -0.91 0.72
H -0.93178 2.02200 0.42621 -0.58 0.13 0.23
H 0.54401 0.26600 1.44193 -0.22 0.87 -0.47
H 2.42207 -0.29997 0.61642 -0.73 0.22 -1.07
H 0.34802 -0.39018 -1.49393 0.15 -0.23 0.19



No. 2
14
Properties=species:S:1:pos:R:3:forces:R:3 method="wB97M-V/def2-TZVPD" orbital_gap_ev=6.9 smiles="O=C([O-])[C@]1(NI)C[C@H]1O" molar_mass_g_mol=241.992 homo_ev=-4.09 charge=-1 e_lumo_ev=2.837
O 1.35266 0.06382 -2.32211 -0.16 -0.11 -0.13
C 0.23704 -0.31471 -1.87853 2.44 1.21 0.37
O -0.75981 -0.65509 -2.47860 -1.98 -0.56 -0.95
C 0.20867 -0.31556 -0.35504 -2.39 0.75 0.69
N 1.33906 -0.78105 0.31921 1.54 -0.84 -0.81
I 2.99521 0.57931 0.25029 -0.92 -0.65 0.40
C -1.17422 -0.66628 0.29604 0.92 -1.31 0.88
C -0.61163 0.68846 0.47200 -1.82 2.90 -1.78
O -0.18101 1.06556 1.80076 -0.31 0.77 -0.58
H 1.04877 -0.94587 1.25644 0.52 0.32 1.18
H -1.08593 -1.36168 1.13822 0.16 0.46 0.21
H -2.06224 -0.98043 -0.26123 0.64 0.78 -0.46
H -1.15117 1.57237 -0.16600 1.35 -2.11 1.75
H -0.15541 2.05115 1.92857 0.02 -1.62 -0.75



No. 3
51
Properties=species:S:1:pos:R:3:forces:R:3 method="wB97M-V/def2-TZVPD" orbital_gap_ev=9.9 molar_mass_g_mol=572.684 homo_ev=-11.87 charge=+1 e_lumo_ev=-2.015
Tl 0.05455 0.58800 -0.59927 0.19 0.69 0.28
C -3.16311 0.70904 -1.36433 -0.02 0.02 0.00
O -2.16900 -0.30668 -1.24713 -0.11 -0.11 -0.01
C -2.56999 -1.37488 -0.39558 -0.04 -0.04 -0.05
C -1.46838 -2.40148 -0.42968 0.07 -0.08 -0.11
O -0.23811 -1.80236 -0.01913 -0.31 0.11 0.20
C 0.64927 -2.61039 0.77021 0.12 -0.19 -0.20
C 0.84566 -2.04756 2.15335 -0.11 0.04 -0.03
O 1.39741 -0.76333 2.03486 0.08 -0.10 0.01
C 1.79966 -0.22772 3.28015 -0.06 0.06 0.03
H -4.07962 0.28373 -1.77635 -0.01 0.01 0.01
H -2.77880 1.46089 -2.04997 0.01 0.01 -0.01
H -3.36322 1.16545 -0.39177 -0.02 0.00 0.01
H -3.49273 -1.82053 -0.78254 0.02 -0.01 0.03
H -2.75778 -1.00300 0.61767 0.04 0.02 -0.04
H -1.35829 -2.76404 -1.45546 0.05 -0.05 0.04
H -1.70787 -3.24686 0.21761 -0.09 0.07 0.04
H 1.60077 -2.65621 0.23968 0.01 0.05 0.04
H 0.23841 -3.61942 0.84162 0.04 0.00 0.00
H 1.51547 -2.71865 2.70835 0.01 0.00 -0.03
H -0.11205 -2.01833 2.69593 0.04 0.02 0.01
H 2.52111 -0.88744 3.77264 0.00 0.01 0.00
H 0.94110 -0.07388 3.94204 0.00 -0.02 0.01
H 2.26724 0.73400 3.08400 0.00 0.01 -0.01
Cl 0.80698 -1.96750 -3.03856 0.04 -0.11 -0.07
C -0.10281 -1.95395 -4.56337 0.07 -0.07 -0.07
Cl -1.35106 -0.70666 -4.58991 -0.03 0.01 0.01
H -0.57527 -2.92216 -4.67975 0.00 0.03 -0.02
H 0.59902 -1.75442 -5.36452 -0.03 -0.02 0.00
N 4.34098 0.25092 -1.50249 0.09 -0.01 -0.04
C 3.02848 0.44563 -1.36428 -0.10 0.03 -0.02
O 2.33935 -0.30702 -0.66965 0.13 -0.03 -0.01
C 2.42917 1.65410 -2.06668 0.01 -0.05 -0.07
C 0.95877 1.44144 -2.39803 -0.02 -0.20 0.03
H 4.77788 -0.51461 -1.01575 0.02 0.01 0.00
H 4.90334 0.85612 -2.07443 0.01 -0.02 0.01
H 3.01209 1.87773 -2.96362 0.01 -0.02 0.01
H 2.57170 2.50260 -1.38960 -0.04 0.00 0.00
H 0.83802 0.76812 -3.23866 -0.05 0.01 -0.02
H 0.44544 2.37439 -2.61906 0.05 0.05 0.02
C -1.60882 2.89686 3.44878 0.00 -0.02 0.00
C -1.74416 1.51502 3.39647 -0.02 0.09 0.04
C -1.29199 0.81469 2.29040 0.02 -0.21 -0.16
C -0.70789 1.47221 1.21103 -0.09 0.01 0.18
C -0.58936 2.85936 1.27511 0.04 0.05 -0.16
C -1.02924 3.56897 2.38604 -0.04 -0.01 0.06
H -1.95685 3.44414 4.31409 0.00 0.01 0.01
H -2.20019 0.98684 4.22381 0.00 -0.03 0.00
H -1.39000 -0.26359 2.27617 0.01 -0.01 0.02
H -0.15334 3.41748 0.45158 0.02 -0.02 0.01
H -0.92193 4.64493 2.41799 0.01 0.01 -0.02



No. 4
54
Properties=species:S:1:pos:R:3:forces:R:3 method="wB97M-V/def2-TZVPD" orbital_gap_ev=7.3 molar_mass_g_mol=715.338 homo_ev=-11.06 charge=+1 e_lumo_ev=-3.775
Zn -0.87942 -1.18165 1.02199 0.24 -0.35 0.69
C -2.85173 -3.50449 1.10363 -0.02 -0.39 -0.36
O -2.33808 -2.44596 1.91062 0.53 0.35 0.02
C -3.37610 -1.58683 2.36919 -0.30 0.56 0.41
C -2.75336 -0.45311 3.17477 -0.21 -0.42 0.09
O -1.89840 0.26694 2.29960 -0.29 -0.13 0.03
C -1.50220 1.55131 2.75037 0.18 0.28 0.04
H -3.61024 -4.06264 1.65710 0.10 0.06 0.03
H -2.01713 -4.15932 0.86157 -0.06 0.02 0.03
H -3.28658 -3.10231 0.18568 0.01 0.01 0.02
H -4.06945 -2.16305 2.99850 0.14 0.15 -0.14
H -3.90595 -1.17174 1.50236 -0.02 -0.07 0.11
H -2.17389 -0.85610 4.01674 -0.12 0.09 -0.03
H -3.54694 0.20223 3.55318 0.09 -0.11 -0.03
H -2.34835 2.06677 3.20707 -0.03 -0.02 -0.02
H -1.18701 2.12235 1.86929 -0.05 -0.12 0.31
H -0.67747 1.49587 3.46727 -0.05 -0.06 -0.08
O -1.08983 0.13528 -1.35810 0.33 0.13 -0.55
O -1.87925 -0.54162 -0.40948 -0.90 -0.08 -0.02
F 4.35316 -5.29438 3.29987 -0.12 0.18 -0.03
C 3.67294 -4.23293 2.88214 -0.19 0.25 -0.14
C 4.26104 -2.96560 2.90823 -0.18 -0.08 -0.04
F 5.49839 -2.82208 3.37008 -0.10 0.00 -0.07
C 3.53845 -1.87057 2.45410 -0.45 0.05 -0.16
F 4.06382 -0.64108 2.45150 0.38 -0.27 0.19
C 2.23549 -1.99504 1.97910 0.08 -0.41 -0.09
Se 1.33300 -0.42529 1.36350 0.37 -0.35 0.50
C 1.67562 -3.26422 1.96005 0.30 0.31 0.11
F 0.41054 -3.40918 1.49687 0.08 -0.23 0.07
C 2.36887 -4.38070 2.41045 -0.02 0.21 -0.01
F 1.78254 -5.57524 2.39844 0.12 0.03 -0.01
Te 0.11036 1.49961 -0.68116 -0.16 0.45 -1.68
C 1.40509 0.91647 -2.24605 0.02 0.19 0.22
C 0.83312 0.67623 -3.48807 -0.15 0.13 0.10
C 1.62647 0.19668 -4.51556 -0.02 0.06 0.11
C 2.97765 -0.02503 -4.29504 -0.04 0.00 0.08
C 3.53594 0.21536 -3.04950 0.06 0.04 0.06
C 2.75029 0.68675 -2.00814 -0.06 0.15 0.12
C -0.81877 3.12960 -1.69459 0.19 -0.10 0.20
C -0.36570 4.39052 -1.32400 0.09 -0.27 0.07
C -0.86951 5.51241 -1.95881 -0.01 0.05 -0.05
C -1.81300 5.36739 -2.96499 0.05 0.00 0.06
C -2.26494 4.10842 -3.32851 -0.01 -0.05 0.00
C -1.77552 2.98015 -2.68890 0.04 -0.36 0.08
H -0.21945 0.85748 -3.64472 -0.05 -0.03 -0.11
H 1.18802 0.00371 -5.48216 -0.02 -0.01 -0.09
H 3.59555 -0.38551 -5.10034 0.11 -0.07 -0.10
H 4.58717 0.03997 -2.88119 0.10 -0.02 0.00
H 3.17480 0.88241 -1.03156 0.08 -0.09 -0.02
H 0.39290 4.47899 -0.55720 0.03 0.20 0.11
H -0.52491 6.49509 -1.67539 0.05 0.07 0.02
H -2.19727 6.23985 -3.46949 -0.04 0.10 -0.04
H -2.99827 4.00507 -4.11581 -0.04 -0.03 0.00
H -2.13252 1.99279 -2.95450 -0.06 0.02 -0.01



No. 5
31
Properties=species:S:1:pos:R:3:forces:R:3 method="wB97M-V/def2-TZVPD" orbital_gap_ev="7.8 / 7.8" molar_mass_g_mol=201.246 homo_ev="-12.31 / -12.31" charge=+1 e_lumo_ev="-4.509 / -4.510"
C 2.11613 -0.48493 -1.40840 -1.81 -1.66 0.08
C 0.13064 -1.22154 -0.83871 3.39 -0.01 0.51
C 1.46970 -0.09060 -0.09598 -0.79 -0.85 -0.10
C -1.12810 -0.68410 -1.23575 0.61 -2.23 0.19
C -1.23802 0.01513 -2.54747 -1.28 -0.10 0.48
C 3.35069 0.12406 1.56694 1.91 0.50 -0.98
C 0.39258 1.67199 1.30644 -0.09 -0.78 1.83
C -3.48412 -0.59458 -0.77507 -0.93 -1.59 2.50
C 2.22895 -0.75283 1.07256 -0.79 -0.74 1.04
N 1.00806 1.15540 0.10806 -0.34 2.73 -1.75
N -2.12967 -1.03247 -0.45807 -0.47 2.28 -3.42
O 3.15862 -0.36389 -1.90012 1.43 0.83 -0.57
O 0.09741 -2.28555 0.02976 -0.30 1.18 1.10
O 1.14788 -1.39664 -1.86428 -0.85 0.72 0.32
H -0.36608 -0.14165 -3.17793 0.16 0.32 0.40
H -1.44967 1.06479 -2.28110 0.02 -0.10 -0.84
H -2.09198 -0.45903 -3.09737 0.52 0.76 0.42
H 3.08511 1.15263 1.67789 -0.47 0.71 -0.05
H 4.30849 0.16127 0.98023 -1.05 -0.44 0.20
H 3.60660 -0.19642 2.54678 0.38 -0.47 0.87
H 0.39545 2.82077 1.24484 -0.28 -1.95 0.35
H -0.64374 1.17253 1.48075 1.31 1.28 -0.34
H 1.01349 1.29128 2.18732 -0.89 1.06 -0.99
H -3.71601 0.09120 0.07417 -0.62 -0.49 -0.77
H -3.49457 -0.05010 -1.69006 -0.34 0.06 -0.57
H -4.14385 -1.56191 -0.74002 0.88 2.18 -0.30
H 1.54239 -0.74606 1.93289 -0.20 -0.36 -0.37
H 2.58879 -1.83524 1.01768 -0.80 1.55 -0.80
H 0.63828 1.70212 -0.71629 1.02 -1.26 1.02
H -2.03499 -1.69117 0.25160 0.80 -1.15 1.51
H 0.02351 -3.06323 -0.47595 -0.15 -1.99 -0.97



No. 6
15
Properties=species:S:1:pos:R:3:forces:R:3 method="wB97M-V/def2-TZVPD" orbital_gap_ev="8.5 / 8.2" molar_mass_g_mol=87.126 homo_ev="-7.72 / -7.56" e_lumo_ev="0.761 / 0.619"
C -0.79205 1.47822 0.40304 -0.10 -0.05 0.01
N -1.70938 -0.60835 0.21956 -0.12 0.09 0.02
N -0.56506 0.07105 0.13532 -1.23 0.02 0.17
N -1.71016 -1.92014 -0.28464 0.14 0.04 -0.05
H -2.58654 -0.12515 0.03050 0.17 -0.03 -0.01
H 1.19110 0.10421 -0.98165 1.17 -0.02 0.10
H -1.31654 -2.52887 0.42662 -0.02 0.07 -0.06
H -1.08344 -1.94834 -1.08967 -0.10 -0.01 0.13
H -1.18703 1.64484 1.41511 0.06 -0.05 -0.08
H 0.15909 2.00037 0.31148 -0.02 0.00 0.00
H -1.50445 1.92462 -0.30983 0.09 -0.08 0.05
C 2.03657 0.00768 -0.24039 -2.59 -0.08 0.56
C 3.27934 0.03065 -0.45200 1.54 0.10 -0.69
H 4.33498 0.00417 -0.30013 -0.03 -0.04 0.24
H 1.45357 -0.13495 0.71668 1.05 0.04 -0.38



Listing energy for the structures above in their given order: -7794.440; -19961.511; -56441.196; -165962.141; -18722.485; -7720.749 eV.